Computed, not measured: a structure of composition C12H4N4O11PdS2, with ωB97M-V/def2-TZVPD.

Geometry (Å):
O (-2.019, -2.329, -2.572)
O (-2.096, -0.545, 0.649)
O (0.536, -0.166, 1.388)
O (-2.750, 2.011, -0.456)
H (-5.908, -0.272, 2.085)
C (0.965, 2.187, -1.528)
C (-3.901, 0.225, 2.159)
Pd (-0.061, 0.778, -0.459)
C (-4.047, -1.075, -0.698)
S (-1.510, -1.231, -1.791)
H (-4.011, 0.624, 3.159)
C (3.360, -1.305, -1.204)
O (2.814, 0.468, 0.134)
C (-4.979, -0.292, 1.523)
N (2.365, -0.651, -3.488)
O (0.211, -1.189, 3.343)
N (4.738, -3.479, -1.099)
O (-0.255, -1.491, -1.059)
C (-2.534, 0.417, 1.615)
C (-5.079, -0.835, 0.218)
H (-6.079, -1.102, -0.107)
C (4.116, -2.513, -1.125)
S (-2.330, 2.138, 0.921)
O (-1.696, 0.813, 3.809)
O (-3.097, 3.013, 1.768)
C (-2.714, -0.922, -0.486)
N (3.337, -0.560, -0.136)
C (2.753, -0.925, -2.443)
C (-1.469, 0.333, 2.732)
N (1.577, 2.984, -2.100)
O (-1.397, 0.057, -2.475)
C (-0.113, -0.412, 2.454)
H (-4.307, -1.457, -1.677)
O (-0.864, 2.304, 1.062)

- Spin multiplicity: 5
- Total charge: -2
- E: -2430.4919 Ha
- E_HOMO (spin up / spin down): -0.0881 / -0.1286 Ha
- ΔE to the lowest compared entry with this formula, charge and spin: 0.00 kcal/mol

Atomic partial charges in e from the Löwdin method, atoms 1 to 8: -0.316 -0.061 -0.133 -0.302 0.093 -0.396 -0.017 1.037